This record from OMol25 describes a single C2H6O7P2S molecule in a non-equilibrium geometry. The level of theory is ωB97M-V/def2-TZVPD.

E_tot	-45915.8859	eV
net charge	0
multiplicity	1
highest occupied orbital energy	-0.3740	hartree
SMILES	O=P(O)(O)P[C@H]1COS(=O)(=O)O1

The geometry in XYZ format:
```
18
C2H6O7P2S | OMol25 | ωB97M-V/def2-TZVPD
S -2.707 0.613 -0.166
P 2.341 0.833 -0.345
P 0.768 0.033 0.978
O 3.168 1.974 0.512
O -1.118 0.688 -0.699
O 3.370 -0.449 -0.684
O -3.001 1.952 0.360
O 1.708 1.404 -1.583
O -3.504 0.359 -1.380
O -2.681 -0.625 0.921
C -0.542 -0.562 -0.282
C -1.534 -1.427 0.558
H -1.739 -2.319 -0.055
H -0.045 -1.100 -1.097
H 1.358 -1.091 1.623
H -1.112 -1.785 1.509
H 2.520 2.636 0.769
H 2.751 -1.135 -0.940
```

This record from OMol25 describes a molecular structure, C2H6OP2S3 in a non-equilibrium geometry. The level of theory is ωB97M-V/def2-TZVPD.

E_tot	-55299.6588	eV
net charge	0
multiplicity	3
highest occupied orbital energy (spin up / spin down)	-0.1857 / -0.3300	hartree

The geometry in XYZ format:
```
14
C2H6OP2S3 | OMol25 | ωB97M-V/def2-TZVPD
S 1.728 2.683 0.026
S -2.024 -1.351 1.766
S 0.568 -0.248 3.690
P 0.682 1.137 -0.295
P -0.346 -0.385 1.658
O -0.543 1.131 1.231
C -0.525 1.126 -1.641
C 0.888 -0.665 0.330
H -0.097 -1.226 4.314
H -1.636 1.332 -1.311
H 1.885 -0.947 0.645
H 0.367 -1.455 -0.213
H -0.171 1.893 -2.354
H -0.411 0.169 -2.052
```

This record from OMol25 describes 2 unconnected molecules or ions with the total composition C2H6OPS in a non-equilibrium geometry. The level of theory is ωB97M-V/def2-TZVPD.

E_tot	-24342.0976	eV
net charge	-1
ΔE to the lowest compared entry with this formula, charge and spin	81.15	kcal/mol
multiplicity	1
highest occupied orbital energy (spin up / spin down)	-0.1322 / -0.1323	hartree

The geometry in XYZ format:
```
11
C2H6OPS | OMol25 | ωB97M-V/def2-TZVPD
S -3.418 -0.800 -0.079
P -0.619 0.539 0.066
O -0.435 2.017 0.109
C 0.531 -0.065 1.380
C 0.378 -0.127 -1.460
H 0.145 -1.128 -1.680
H 1.242 0.731 1.495
H 1.285 -0.205 -0.972
H -0.141 -0.229 2.222
H 0.821 -1.119 1.299
H 0.210 0.384 -2.380
```

This record from OMol25 describes a molecular structure, C2H6OPd in a non-equilibrium geometry. The level of theory is ωB97M-V/def2-TZVPD.

E_tot	-7689.8842	eV
net charge	0
ΔE to the lowest compared entry with this formula, charge and spin	6.30	kcal/mol
multiplicity	3
highest occupied orbital energy (spin up / spin down)	-0.2516 / -0.3455	hartree

The geometry in XYZ format:
```
10
C2H6OPd | OMol25 | ωB97M-V/def2-TZVPD
Pd -1.022 -0.042 1.521
O -0.201 -0.350 0.103
C -0.142 1.071 0.473
C 0.442 -0.743 -1.084
H 0.296 -1.822 -1.215
H 0.014 -0.207 -1.948
H -0.577 1.666 -0.350
H 0.919 1.358 0.579
H -1.249 -0.413 2.943
H 1.520 -0.519 -1.024
```

This record from OMol25 describes 2 unconnected molecules or ions with the total composition C2H6OS in a non-equilibrium geometry. The level of theory is ωB97M-V/def2-TZVPD.

E_tot	-15052.7672	eV
net charge	0
ΔE to the lowest compared entry with this formula, charge and spin	15.33	kcal/mol
multiplicity	1
highest occupied orbital energy	-0.3630	hartree
SMILES	CC=O.S

The geometry in XYZ format:
```
10
C2H6OS | OMol25 | ωB97M-V/def2-TZVPD
S 2.674 -0.778 0.498
O -2.034 -1.260 0.281
C -1.949 -0.031 0.242
C -1.082 0.688 -0.719
H -1.674 1.162 -1.437
H -0.485 1.366 -0.229
H -0.397 0.063 -1.186
H 3.741 -0.042 0.403
H 3.554 -1.698 1.165
H -2.349 0.530 0.983
```

This record from OMol25 describes 2 unconnected molecules or ions with the total composition C2H6OS in a non-equilibrium geometry. The level of theory is ωB97M-V/def2-TZVPD.

E_tot	-15052.5874	eV
net charge	0
ΔE to the lowest compared entry with this formula, charge and spin	19.47	kcal/mol
multiplicity	1
highest occupied orbital energy	-0.3271	hartree
SMILES	C=CS.O

The geometry in XYZ format:
```
10
C2H6OS | OMol25 | ωB97M-V/def2-TZVPD
S -1.974 -0.597 0.418
O 2.104 -1.241 0.411
C -1.092 0.659 -0.555
C -0.461 1.671 0.035
H -1.569 -1.564 -0.421
H -1.292 0.576 -1.625
H 1.421 -1.796 0.167
H 0.269 2.215 -0.558
H 2.817 -1.609 1.007
H -0.224 1.686 1.120
```